(1)
62
Properties=species:S:1:pos:R:3:mulliken_spin:R:1 method="wB97M-V/def2-TZVPD" charge=+1 homo_lumo_gap_ev="5.2 / 5.7" spin_multiplicity=2
Ga 0.284 -0.708 -0.191 -0.01
Cl -1.365 2.392 0.432 0.00
C -2.252 0.963 0.784 0.01
C -1.520 -0.343 0.827 -0.01
C -2.440 -1.311 0.112 -0.01
Cl -1.411 -2.531 -0.855 0.02
C -3.830 -1.399 0.649 -0.01
Cl -4.749 -2.834 0.517 0.00
C -4.347 -0.263 1.149 0.00
Cl -5.949 -0.198 1.745 0.00
C -3.572 0.983 1.054 0.00
Cl -4.416 2.465 1.171 0.00
S -0.672 -0.566 -3.640 0.54
C 0.461 -3.624 -1.635 0.00
N 1.492 -4.048 -1.972 0.00
C -1.135 -3.383 0.627 -0.04
C -2.431 -3.541 -1.581 0.06
N -1.319 -1.127 -2.410 0.43
H 1.953 -4.776 -2.496 0.00
H -1.794 -3.285 1.473 0.00
H -0.326 -4.082 0.735 0.01
H -2.875 -3.257 -2.523 -0.01
H -2.475 -4.567 -1.270 0.00
H -2.705 -0.577 -0.678 -0.01
F 0.755 1.394 -1.732 0.00
P 2.309 1.347 -1.311 0.00
F 2.561 2.865 -1.365 0.00
F 2.677 0.967 -2.779 0.00
F 1.765 1.299 0.219 0.00
F 3.705 0.877 -0.797 0.00
F 1.820 -0.654 -1.132 0.01
C 0.091 -4.041 5.205 0.00
C 0.838 -3.606 3.961 0.00
C 1.027 -4.748 2.982 0.00
C 2.168 -2.957 4.300 0.00
O -0.100 -2.640 3.298 0.00
P 0.185 -1.256 2.682 0.01
O -1.203 -0.677 2.206 0.00
O 1.092 -1.290 1.462 0.00
O 0.707 -0.443 3.867 0.00
C 0.933 0.960 4.318 0.00
C 0.621 1.941 3.214 0.00
C 0.005 1.139 5.504 0.00
C 2.393 1.007 4.722 0.00
H 0.677 -4.788 5.740 0.00
H -0.873 -4.476 4.944 0.00
H -0.075 -3.190 5.866 0.00
H 1.601 -5.539 3.464 0.00
H 1.580 -4.419 2.101 0.00
H 0.066 -5.166 2.682 0.00
H 2.848 -3.741 4.634 0.00
H 2.069 -2.224 5.096 0.00
H 2.620 -2.480 3.428 0.00
H -0.375 1.770 2.809 0.00
H 1.355 1.888 2.411 0.00
H 0.640 2.950 3.626 0.00
H -1.038 1.097 5.189 0.00
H 0.190 2.110 5.963 0.00
H 0.181 0.365 6.250 0.00
H 3.035 0.789 3.868 0.00
H 2.600 0.288 5.514 0.00
H 2.633 2.004 5.091 0.00

***

(2)
15
Properties=species:S:1:pos:R:3:mulliken_charge:R:1 method="wB97M-V/def2-TZVPD" homo_lumo_gap_ev=9.2
H 1.878 0.292 -1.174 0.21
N 1.043 -0.179 -1.514 -0.67
C -0.010 0.025 -0.795 0.51
N -0.138 0.884 0.279 -0.40
N -1.206 -0.529 -1.159 -0.24
C -1.388 -1.908 -1.578 -0.88
H -0.886 1.553 0.212 0.18
H 0.679 1.157 0.800 0.17
H -2.029 -0.093 -0.780 0.20
H -1.094 -2.030 -2.631 0.28
H -0.858 -2.573 -0.920 0.28
H -2.431 -2.132 -1.776 0.37
O 2.146 1.461 3.564 -0.62
H 2.497 1.853 4.373 0.31
H 1.797 2.219 3.098 0.30

***

(3)
18
Properties=species:S:1:pos:R:3:mulliken_charge:R:1 method="wB97M-V/def2-TZVPD" homo_lumo_gap_ev=10.6
C -1.742 1.363 -0.402 -1.35
C -0.283 1.023 -0.534 0.19
C 0.781 1.630 0.307 -0.48
N 0.322 0.271 0.549 -0.30
C 1.183 -0.818 0.105 -0.67
C 0.297 -2.055 -0.075 -0.32
O -0.018 -2.557 1.205 -0.55
H -2.352 0.476 -0.609 0.26
H -2.032 2.152 -1.103 0.35
H -1.964 1.695 0.617 0.33
H 0.036 0.716 -1.533 0.37
H 0.515 2.365 1.065 0.24
H 1.770 1.764 -0.132 0.27
H 1.763 -0.558 -0.798 0.45
H 1.897 -1.030 0.910 0.32
H -0.633 -1.806 -0.619 0.18
H 0.783 -2.854 -0.644 0.34
H -0.323 -1.775 1.689 0.36

***

(4)
7
Properties=species:S:1:pos:R:3:mulliken_charge:R:1 method="wB97M-V/def2-TZVPD" homo_lumo_gap_ev="8.7 / 8.8"
C 0.093 -0.531 -0.178 0.86
N -0.646 0.253 0.603 0.04
N -0.164 0.727 -0.673 -0.05
F 0.177 -1.714 -0.651 -0.09
F 2.042 -0.533 0.927 -0.55
F -2.048 0.114 0.662 -0.14
F 0.770 1.708 -0.607 -0.08

***

(5)
17
Properties=species:S:1:pos:R:3:mulliken_charge:R:1 method="wB97M-V/def2-TZVPD" homo_lumo_gap_ev=10.7
C -0.873 0.927 2.154 -0.77
C -0.465 0.633 0.940 -0.02
C 0.718 0.540 0.060 -0.42
C 1.690 -0.586 0.041 -0.53
O 2.646 -0.586 -1.008 -0.54
C -0.701 0.377 -0.473 0.93
C -1.367 -0.848 -1.115 -1.34
Cl -1.217 1.907 -1.380 -0.24
H -2.002 0.782 2.223 0.19
H -0.367 1.104 3.068 0.34
H 1.200 1.531 -0.045 0.36
H 1.286 -1.576 0.070 0.32
H 2.373 -0.633 0.905 0.31
H 2.126 -0.192 -1.807 0.33
H -1.036 -0.989 -2.052 0.41
H -2.532 -0.599 -1.110 0.35
H -1.480 -1.788 -0.470 0.33

***

(6)
25
Properties=species:S:1:pos:R:3:mulliken_charge:R:1 method="wB97M-V/def2-TZVPD" charge=+1 homo_lumo_gap_ev=10.4
C 0.309 -1.429 1.256 -0.88
N 1.669 -1.017 1.599 -0.40
C 0.118 -0.890 -0.131 -0.07
N 0.334 0.597 -0.216 -0.17
C -1.654 -1.205 -2.127 -1.33
C -1.360 -1.088 -0.626 -0.42
H -0.377 -0.828 1.974 0.34
H -0.003 -2.413 1.544 0.43
H 1.802 -0.893 2.591 0.22
H 2.347 -1.625 1.147 0.19
H 0.800 -1.402 -0.820 0.33
H 1.088 0.950 0.385 0.20
H 0.645 0.773 -1.168 0.36
H -0.499 1.173 0.031 0.43
H -0.977 -0.669 -2.787 0.34
H -2.652 -1.040 -2.482 0.36
H -1.260 -2.214 -2.339 0.37
H -1.846 -0.181 -0.130 0.35
H -1.799 -1.943 -0.102 0.38
H 3.118 1.666 2.467 0.30
H 2.040 2.670 2.241 0.31
O 2.409 1.870 1.846 -0.64
H -1.216 3.589 -0.884 0.31
H -1.888 2.819 -1.942 0.32
O -1.147 2.730 -1.326 -0.62

***

(7)
150
Properties=species:S:1:pos:R:3:mulliken_charge:R:1 method="wB97M-V/def2-TZVPD" homo_lumo_gap_ev=10.6
C 5.754 -3.968 2.442 -0.57
C 7.011 -3.767 1.649 -0.51
O 6.847 -2.535 0.998 -0.25
C 6.922 -2.381 -0.356 0.77
O 7.202 -3.295 -1.193 -0.63
O 6.738 -1.080 -0.669 -0.28
C 6.806 -0.599 -2.026 -0.73
H 4.960 -4.377 1.817 0.30
H 5.229 -3.175 2.974 0.08
H 6.214 -4.666 3.141 0.25
H 7.234 -4.557 0.932 0.38
H 7.862 -3.674 2.323 0.32
H 7.223 0.408 -1.984 0.28
H 5.814 -0.378 -2.420 0.24
H 7.321 -1.249 -2.733 0.40
C -6.343 3.933 4.237 -1.31
C -5.004 3.157 3.989 -0.29
O -5.219 2.313 2.859 -0.25
C -4.878 1.085 2.860 0.93
O -4.315 0.461 3.777 -0.69
O -5.340 0.522 1.747 -0.30
C -5.044 -0.811 1.308 -0.78
H -6.612 4.588 3.408 0.29
H -6.261 4.471 5.181 0.40
H -7.097 3.168 4.421 0.35
H -4.638 2.639 4.875 0.40
H -4.336 3.988 3.762 0.28
H -5.503 -1.095 0.361 0.28
H -5.418 -1.560 2.006 0.48
H -3.974 -0.979 1.185 0.23
C 4.933 -6.572 5.868 -1.14
C 4.612 -5.286 6.679 -0.27
O 4.674 -4.136 5.872 -0.15
C 4.227 -2.910 6.304 0.56
O 3.873 -2.707 7.495 -0.64
O 4.182 -2.065 5.273 -0.05
C 3.954 -0.693 5.525 -0.66
H 4.287 -6.805 5.021 0.28
H 5.003 -7.514 6.412 0.39
H 5.968 -6.474 5.542 0.27
H 5.229 -5.224 7.576 0.31
H 3.602 -5.337 7.084 0.32
H 2.899 -0.434 5.615 0.25
H 4.289 -0.205 4.610 0.18
H 4.476 -0.288 6.392 0.40
C -1.418 1.365 -0.563 0.02
C 0.033 1.764 -0.181 -0.97
O 0.841 0.590 0.119 0.25
C 2.104 0.757 0.521 0.40
O 2.654 1.842 0.625 -0.61
O 2.678 -0.421 0.844 0.00
C 4.069 -0.454 1.155 -0.15
H -1.967 0.839 0.218 0.25
H -1.570 0.654 -1.375 -0.21
H -2.053 2.222 -0.789 0.02
H 0.050 2.334 0.747 0.48
H 0.496 2.351 -0.974 0.27
H 4.571 -1.416 1.055 -0.04
H 4.387 0.039 2.074 0.30
H 4.617 0.038 0.351 -0.01
C 0.982 -3.916 3.768 -1.39
C 1.046 -2.643 2.938 0.54
O -0.028 -1.660 2.989 -0.24
C 0.042 -0.621 3.674 0.50
O 0.774 -0.469 4.572 -0.65
O -0.908 0.163 3.238 0.06
C -1.237 1.255 3.999 -0.78
H 1.372 -4.751 3.186 0.45
H -0.046 -4.158 4.039 0.34
H 1.560 -3.888 4.691 0.17
H 1.031 -2.930 1.887 0.03
H 1.960 -2.073 3.104 0.05
H -0.583 1.686 4.757 0.38
H -2.086 0.969 4.620 0.34
H -1.442 2.054 3.287 0.12
C 0.532 1.153 -4.117 -0.28
C -0.697 1.779 -4.834 -0.25
O -0.439 3.168 -5.080 -0.38
C -0.657 4.099 -4.087 0.59
O -1.119 3.849 -2.915 -0.42
O -0.363 5.336 -4.530 -0.30
C -0.619 6.455 -3.716 -0.72
H 0.654 1.471 -3.082 -0.37
H 1.453 1.230 -4.696 0.39
H 0.507 0.064 -4.157 0.30
H -1.561 1.649 -4.183 0.26
H -0.946 1.421 -5.832 0.27
H -1.675 6.601 -3.489 0.31
H -0.213 7.291 -4.287 0.23
H -0.086 6.358 -2.770 0.30
C -6.534 1.875 -2.406 -1.43
C -5.847 2.045 -1.041 0.55
O -5.323 3.399 -1.030 -0.37
C -4.389 3.764 -0.133 0.80
O -3.706 3.051 0.632 -0.32
O -4.211 5.132 -0.289 -0.42
C -3.113 5.840 0.253 -0.67
H -5.755 1.972 -3.163 0.30
H -7.178 2.720 -2.651 0.39
H -6.976 0.904 -2.628 0.37
H -5.058 1.325 -0.821 -0.21
H -6.608 1.897 -0.274 0.29
H -2.113 5.414 0.330 0.25
H -3.434 6.183 1.236 0.33
H -3.167 6.710 -0.402 0.27
C -0.189 -2.601 -1.184 -1.16
C -1.480 -2.394 -0.383 0.98
O -2.468 -3.340 -0.893 -0.44
C -3.416 -3.832 -0.092 0.91
O -3.870 -3.356 0.939 -0.62
O -3.906 -4.887 -0.724 -0.33
C -4.958 -5.576 -0.123 -0.72
H 0.501 -1.796 -0.932 0.03
H -0.347 -2.649 -2.262 0.27
H 0.273 -3.550 -0.912 0.40
H -1.918 -1.396 -0.399 -0.60
H -1.295 -2.611 0.669 0.36
H -5.086 -6.547 -0.601 0.26
H -5.851 -4.953 -0.173 0.29
H -4.793 -5.823 0.926 0.31
C 4.703 3.244 -1.314 -1.18
C 3.933 2.407 -2.390 -0.17
O 3.001 3.206 -3.153 -0.05
C 3.313 3.646 -4.404 0.68
O 4.353 3.373 -4.993 -0.63
O 2.508 4.582 -4.687 -0.15
C 2.545 5.248 -5.967 -0.79
H 5.484 2.587 -0.929 0.33
H 4.091 3.431 -0.431 0.24
H 5.084 4.201 -1.672 0.41
H 3.530 1.511 -1.917 -0.10
H 4.593 1.850 -3.055 0.51
H 2.897 4.631 -6.794 0.37
H 3.154 6.143 -5.837 0.30
H 1.541 5.532 -6.281 0.24
C -4.888 -1.900 -2.874 -1.24
C -4.081 -0.634 -3.307 0.22
O -2.731 -0.924 -3.775 0.09
C -2.520 -1.692 -4.899 0.41
O -3.348 -1.949 -5.803 -0.63
O -1.204 -1.966 -4.962 -0.10
C -0.596 -2.435 -6.140 -0.90
H -5.776 -1.650 -2.294 0.36
H -4.236 -2.692 -2.506 0.16
H -5.311 -2.299 -3.796 0.44
H -3.949 0.119 -2.531 -0.30
H -4.553 -0.211 -4.194 0.50
H -0.941 -3.417 -6.463 0.33
H 0.491 -2.412 -6.063 0.29
H -0.937 -1.835 -6.984 0.35

***

(8)
7
Properties=species:S:1:pos:R:3:mulliken_charge:R:1 method="wB97M-V/def2-TZVPD" charge=-1 homo_lumo_gap_ev="8.2 / 8.1"
C -0.677 0.372 -0.378 0.00
N 1.074 1.278 0.436 -0.32
N 1.308 0.038 0.406 -0.20
N -0.239 1.529 -0.038 -0.41
N 0.210 -0.585 -0.113 -0.15
O 0.105 -2.889 0.304 -0.26
H -1.780 0.257 -0.618 0.33

***

Across the entries above, molar mass takes the values 775.4 91.1 101.1 116.0 132.6 125.2 1041.1 85.0 g/mol, respectively.
Across the entries above, DFT total energy takes the values -189882.788 -8737.165 -8899.658 -14877.031 -20934.763 -11492.673 -104199.209 -9056.166 eV, respectively.